P.
Here is a cluster of 2 separate species, CH4FN in total from the OMol25 dataset. Energies are from the ωB97M-V functional and the def2-TZVPD basis.

Multiplicity   1
Charge   0
E_HOMO   -8.7 eV
Gap between HOMO and LUMO   9.2 eV

XYZ file:
```
7
CH4FN (the ωB97M-V functional and the def2-TZVPD basis)
C 0.45075 -0.18551 -0.23953
N -0.55942 0.71886 -0.16310
F 1.69224 0.19101 0.08887
H 0.51765 -0.65178 -1.22905
H -0.12411 -1.27615 1.18863
H -1.41889 0.25383 -0.43377
H -0.55822 0.94974 0.78795
```



Q.
Here is an isolated molecule of CH4FN from the OMol25 dataset. Energies are from the ωB97M-V functional and the def2-TZVPD basis.

Multiplicity   1
Charge   0
E_HOMO   -9.3 eV
Gap between HOMO and LUMO   10.5 eV
Structure (SMILES)   NCF

XYZ file:
```
7
CH4FN (the ωB97M-V functional and the def2-TZVPD basis)
N -0.54635 -0.62436 -0.02015
C 0.38389 0.48945 -0.07558
F 1.69164 -0.04743 0.10946
H -1.46614 -0.62165 -0.37282
H -0.43213 -1.36422 0.62828
H 0.17391 1.12283 0.83297
H 0.19518 1.04539 -1.10217
```



Which one is most stable, and which one is least stable? Q is the most stable of them, while P is the least stable.